# 1
A molecular structure, C12H38B2N2Na in a non-equilibrium geometry, computed with ωB97M-V with the def2-TZVPD basis set.

The geometry in XYZ format:
```
55
Properties=species:S:1:pos:R:3:lowdin_charge:R:1
Na 1.17035 -0.92426 -0.70790 0.80
B 4.41049 -2.46703 1.19896 -0.45
H 5.30442 -2.88656 1.63383 -0.11
H 4.01024 -1.85457 1.99199 -0.13
H 4.69582 -1.86370 0.35112 -0.12
H 3.66118 -3.20427 0.95552 -0.12
B 2.13885 -2.60483 -4.20121 -0.45
H 1.29645 -1.93072 -4.21521 -0.14
H 1.99355 -3.25781 -3.35461 -0.12
H 2.21585 -3.14020 -5.13485 -0.11
H 3.01195 -2.00434 -3.99784 -0.11
C 0.91333 3.73332 -2.85837 -0.09
C 2.00801 3.71183 -1.77273 -0.25
N 1.44138 3.70753 -0.39058 -0.17
C 2.61172 3.73982 0.52906 -0.27
C 2.20755 3.39773 1.97061 -0.09
C 0.45631 4.79239 -0.06361 -0.24
C 0.83597 6.27152 -0.32021 -0.08
H 0.29703 2.83519 -2.81782 0.07
H 1.40739 3.62500 -3.82391 0.07
H 0.22992 4.58203 -2.83097 0.06
H 2.68138 2.87463 -1.95648 0.11
H 2.59485 4.61633 -1.93271 0.10
H 3.15660 4.68362 0.55032 0.10
H 3.36162 3.04077 0.15885 0.11
H 1.50840 2.56433 2.03927 0.07
H 1.91012 4.30214 2.50134 0.06
H 3.06428 3.08506 2.56756 0.07
H -0.47592 4.57068 -0.58312 0.10
H 0.11619 4.65376 0.96265 0.10
H 0.10441 6.87514 0.21695 0.07
H 1.74991 6.52958 0.21478 0.06
H 0.78827 6.52936 -1.37821 0.06
C -4.25567 -0.86977 0.45160 -0.09
C -3.82890 -2.27457 0.04109 -0.28
N -2.68361 -2.78931 0.76537 -0.20
C -2.29111 -4.10361 0.26120 -0.26
C -3.26319 -5.25444 0.47240 -0.09
C -2.80678 -2.77267 2.24462 -0.23
C -1.61434 -3.28105 3.15141 -0.06
H -4.91382 -0.43392 -0.30005 0.07
H -3.37796 -0.22426 0.48415 0.07
H -4.75738 -0.74812 1.41160 0.06
H -4.66182 -2.97762 0.03259 0.10
H -3.57648 -2.30344 -1.01888 0.12
H -2.10555 -4.01216 -0.80899 0.12
H -1.34682 -4.36864 0.73678 0.11
H -3.55099 -5.54014 1.48415 0.07
H -4.11978 -5.11519 -0.18711 0.06
H -2.84101 -6.14437 0.00561 0.07
H -3.77008 -3.23154 2.46729 0.11
H -3.05679 -1.74679 2.51509 0.09
H -0.61695 -2.85469 3.04410 0.07
H -1.50634 -4.36139 3.05490 0.06
H -1.93249 -3.17576 4.18862 0.06
```

## Properties
HOMO level: -5.0 eV
Net charge: -1
Strongest force on any atom: 4.9 eV/Å
Relative energy (zero: lowest compared OMol25 entry of this formula, charge and spin): 522.6 kJ/mol
E_LUMO: 1.03 eV

# 2
A molecular structure, C24H35ClNO4P2Pd in a non-equilibrium geometry, computed with ωB97M-V with the def2-TZVPD basis set.

The geometry in XYZ format:
```
68
Properties=species:S:1:pos:R:3:lowdin_charge:R:1
C -4.98713 0.56363 -5.13645 -0.07
C -3.56929 0.68268 -4.68457 -0.88
H -5.25803 -0.49731 -5.27225 0.10
H -5.13151 1.06702 -6.10559 0.10
H -5.69314 0.94451 -4.37224 0.10
O -2.81680 -0.26089 -4.40886 -0.05
Cl -3.07530 2.28247 -4.40131 0.75
Pd -0.50556 -0.21384 -0.83594 0.67
P 0.43327 -0.11983 -3.12310 0.81
C 1.20913 -1.77049 -3.24651 -0.27
C 0.15565 0.11512 -4.91257 -0.25
H 1.12913 -0.06666 -5.37837 0.06
H 2.55498 0.87022 -3.86071 0.07
H -0.19062 1.10975 -5.20034 0.05
H 1.51763 2.01375 -2.93535 0.06
H 0.39948 -2.48287 -3.45396 0.06
H -0.56061 -0.61562 -5.29037 0.05
C 1.90336 0.98272 -2.97872 -0.26
H 1.93839 -1.79452 -4.06807 0.07
H 2.45547 0.76008 -2.05521 0.03
H 1.68966 -2.01037 -2.29219 0.03
P -2.68014 0.73718 -0.13509 0.86
C -3.25222 -0.45563 1.13341 -0.25
C -2.49770 2.24220 0.92138 -0.23
H -4.10535 1.97828 -1.66266 0.03
H -4.98309 1.48794 -0.17112 0.08
H -4.65674 0.27636 -1.45546 0.06
C -4.26341 1.16329 -0.94302 -0.23
H -1.97640 3.01621 0.33479 0.06
H -3.50000 2.60020 1.20992 0.07
H -4.09912 -0.01772 1.68592 0.08
H -2.40716 -0.66081 1.80923 0.03
H -1.91581 1.98518 1.82077 0.05
H -3.56729 -1.37414 0.61444 0.06
C -0.86053 -2.03426 -0.72965 -0.22
O -1.15221 -3.14779 -0.64051 0.16
C 2.16980 -3.97016 1.57177 -0.01
C 1.46757 -3.02048 2.48915 -0.18
C 0.25899 -3.40083 3.06029 0.07
C -0.46030 -2.53610 3.87267 0.04
C 0.01783 -1.25193 4.10597 0.03
C 1.22139 -0.83681 3.52636 -0.13
N 1.59842 0.47870 3.80652 0.20
C 2.19408 1.51138 3.08564 -0.12
C 3.08161 2.32711 3.79532 0.06
C 3.78959 3.33019 3.16213 0.04
C 3.67836 3.47599 1.77091 0.08
C 2.76932 2.68689 1.05320 0.07
C 1.91544 1.80193 1.72628 -0.02
C 0.78566 1.21195 0.92592 -0.57
O 0.09594 0.23026 1.34714 -0.08
O 0.57853 1.69422 -0.23951 -0.09
C 1.97973 -1.73937 2.73959 -0.10
C 3.27353 -1.27755 2.14010 0.03
H 2.20578 -3.60612 0.54483 0.10
H 3.18956 -4.17499 1.88714 0.11
H 1.64202 -4.91694 1.55030 0.10
H -0.11805 -4.39375 2.84770 0.15
H -1.40775 -2.83093 4.31814 0.15
H -0.53909 -0.50951 4.68922 0.15
H 1.33036 0.80583 4.73140 0.18
H 3.20417 2.14281 4.85368 0.15
H 4.45890 3.96983 3.73350 0.15
H 4.31243 4.20625 1.25924 0.16
H 2.78976 2.71600 -0.03893 0.14
H 3.08147 -0.59696 1.28792 0.11
H 3.91707 -0.74481 2.86318 0.12
H 3.83688 -2.13817 1.75359 0.10
```

## Properties
Multiplicity: 5
HOMO level (spin up / spin down): -16.6 / -17.1 eV
Net charge: +3
Strongest force on any atom: 5.6 eV/Å
⟨S²⟩: 6.04
E_LUMO (spin up / spin down): -9.12 / -13.34 eV

# 3
A molecular structure, C20H40O10 in a non-equilibrium geometry, computed with ωB97M-V with the def2-TZVPD basis set.

The geometry in XYZ format:
```
70
Properties=species:S:1:pos:R:3:lowdin_charge:R:1
O -1.64214 -2.67206 3.80717 0.06
C -0.46714 -2.26206 3.87817 -0.49
O -0.16214 -0.94306 4.23217 -0.02
C -1.22314 0.00994 4.02317 -0.28
C -0.70514 1.40494 4.04117 -0.07
C 0.68086 -3.19506 3.87117 0.01
H -2.19714 -0.16606 4.52017 0.14
H -1.65814 -0.19606 3.12917 0.06
H -0.19714 1.51294 5.10317 0.13
H -1.58614 2.02094 3.75717 0.09
H -0.05614 1.83494 3.28517 0.05
H 1.00986 -3.37306 2.75317 0.11
H 0.53186 -4.08506 4.51617 0.11
H 1.46386 -2.57606 4.27917 0.07
O 2.66086 -4.81606 1.46017 0.12
C 3.60286 -4.98206 0.80617 -0.66
O 4.33086 -4.04106 0.31117 -0.03
C 4.13786 -2.64606 0.65317 -0.16
C 5.37486 -1.82606 0.11917 -0.03
C 4.04986 -6.41306 0.46317 0.01
H 4.04986 -2.55106 1.78217 0.15
H 3.29086 -2.56406 -0.11283 0.14
H 5.55986 -0.94406 0.82617 0.11
H 5.28786 -1.66506 -0.84083 0.01
H 6.16886 -2.43306 0.50217 0.07
H 4.60586 -6.44206 -0.52783 0.09
H 3.22786 -7.00706 0.27717 0.02
H 4.63886 -6.94806 1.51417 0.18
O -5.84414 -0.44006 -3.21183 0.09
C -4.94014 -0.93606 -3.82583 -0.71
O -3.72414 -0.87006 -3.60783 0.01
C -3.17714 0.08294 -2.53183 -0.09
C -1.66514 -0.11606 -2.48983 -0.07
C -5.17114 -1.99706 -4.91983 0.01
H -3.52414 -0.29106 -1.68483 0.06
H -3.42314 1.31994 -2.65783 0.20
H -1.19314 0.14394 -3.38183 0.06
H -1.30414 -1.22106 -2.32283 0.13
H -1.11114 0.45794 -1.93083 -0.02
H -3.97614 -2.18706 -5.54183 0.18
H -5.97414 -1.34306 -5.46583 0.11
H -5.54814 -2.92706 -4.62683 0.03
O 0.52886 5.49194 -1.85983 0.03
C -0.56114 6.01094 -1.44483 -0.52
O -1.47914 5.27194 -0.86283 -0.01
C -1.27414 3.85894 -0.74583 -0.20
C -2.32714 3.32094 0.19717 -0.05
C -1.03114 7.34994 -1.81583 0.00
H -0.33114 3.61894 -0.22183 0.12
H -1.43214 3.52194 -1.76383 0.13
H -2.07914 2.23294 0.50317 0.10
H -3.30014 3.29994 -0.21483 0.06
H -2.32214 4.01594 0.97617 0.06
H -1.39914 7.45194 -2.89383 0.12
H -0.20814 8.22494 -1.84183 0.14
H -1.81014 7.57094 -1.15783 0.05
O 1.61486 2.39694 0.78617 0.09
C 1.53786 1.65594 -0.16483 -0.60
O 0.88686 0.55294 -0.32283 -0.01
C 0.27186 -0.03206 0.85417 -0.21
C 0.15686 -1.43506 0.49017 -0.04
C 2.12586 2.04894 -1.50583 0.04
H -0.60114 0.54094 1.12717 0.09
H 0.98586 0.29894 1.74917 0.17
H 1.22986 -1.71506 0.54217 0.08
H -0.05814 -1.76806 -0.54083 0.09
H -0.37314 -1.96206 1.16917 0.03
H 2.34186 3.09294 -1.56383 0.07
H 1.52286 1.67294 -2.29383 0.07
H 3.18086 1.69694 -1.40983 0.10
```

## Properties
HOMO level: -10.0 eV
Strongest force on any atom: 8.0 eV/Å
Relative energy (zero: lowest compared OMol25 entry of this formula, charge and spin): 826.1 kJ/mol
E_LUMO: 0.47 eV

# 4
6 unconnected molecules or ions with the total composition C20H56N4O8 in a non-equilibrium geometry, computed with ωB97M-V with the def2-TZVPD basis set.

The geometry in XYZ format:
```
88
Properties=species:S:1:pos:R:3:lowdin_charge:R:1
C -16.71523 -9.86713 2.64146 -0.16
O -17.29459 -10.79692 3.45017 -0.19
C -18.69593 -11.02692 3.14154 -0.13
C -19.64218 -11.33892 4.38675 -0.41
C -20.95477 -12.12704 4.26910 -0.09
N -20.17078 -10.11832 4.93479 0.00
H -15.65096 -9.80213 2.86773 0.09
H -17.14883 -8.90770 2.92357 0.09
H -16.84156 -10.07547 1.57904 0.08
H -19.04404 -10.41915 2.30635 0.12
H -18.65749 -12.00200 2.65590 0.11
H -19.13298 -11.94701 5.13444 0.13
H -20.70209 -13.17234 4.09133 0.07
H -21.53017 -11.74647 3.42519 0.08
H -21.61503 -12.27067 5.12440 0.08
H -19.35054 -9.68736 5.33676 0.07
H -20.91810 -10.20147 5.60910 0.07
C -10.75307 -8.83924 -3.73239 -0.11
O -11.34123 -7.57352 -3.50327 -0.19
C -11.50085 -6.57051 -4.55104 -0.19
C -11.30000 -5.12052 -4.19560 -0.49
C -11.99411 -4.15630 -5.07931 -0.06
N -9.87667 -4.92807 -4.01917 0.03
H -10.46753 -9.01831 -4.76897 0.08
H -11.27863 -9.70983 -3.34001 0.08
H -9.80927 -8.78704 -3.18961 0.08
H -10.93277 -6.89972 -5.42111 0.13
H -12.56574 -6.49350 -4.77057 0.11
H -11.64573 -5.06877 -3.16317 0.14
H -11.50239 -3.18352 -5.07778 0.09
H -13.06138 -3.96667 -4.96501 0.08
H -11.96207 -4.59565 -6.07633 0.08
H -9.42029 -5.01067 -4.91638 0.07
H -9.50798 -5.70635 -3.49149 0.07
C -19.41211 -6.44940 -1.65445 -0.08
O -18.25297 -5.82399 -1.03456 -0.21
C -17.99447 -4.50989 -1.53881 -0.19
C -16.51375 -3.96920 -1.40886 -0.46
C -16.09539 -3.87231 0.08192 -0.07
N -16.38864 -2.67024 -1.86656 0.03
H -20.26543 -5.86249 -1.31464 0.08
H -19.49720 -7.50039 -1.37826 0.08
H -19.33563 -6.32921 -2.73510 0.08
H -18.23534 -4.43508 -2.59922 0.11
H -18.62915 -3.83463 -0.96496 0.12
H -15.83718 -4.64321 -1.93427 0.14
H -16.68397 -3.10547 0.58554 0.08
H -15.06075 -3.58346 0.26684 0.08
H -16.30435 -4.81646 0.58493 0.07
H -15.42936 -2.71416 -2.17953 0.08
H -16.32743 -2.13907 -1.00970 0.06
C -25.78129 -13.62639 -1.43274 -0.11
O -26.63667 -13.64466 -0.30680 -0.18
C -27.99409 -13.68645 -0.58341 -0.20
C -28.69286 -14.87070 0.18011 -0.43
C -28.19473 -16.24306 -0.38718 -0.07
N -30.06818 -14.93635 -0.07664 -0.01
H -25.84781 -14.53836 -2.02603 0.08
H -24.75249 -13.30074 -1.27906 0.09
H -26.15907 -12.87759 -2.12893 0.08
H -28.48441 -12.78677 -0.21158 0.12
H -28.18251 -13.87446 -1.64042 0.12
H -28.57260 -14.80477 1.26145 0.13
H -28.56775 -17.12739 0.12947 0.07
H -27.15987 -16.35466 -0.06360 0.07
H -28.23943 -16.40266 -1.46450 0.08
H -30.59939 -15.65482 0.39423 0.08
H -30.61334 -14.21221 0.36891 0.07
O -14.92577 -17.58586 4.11188 -0.07
C -14.80513 -16.18377 3.81599 -0.24
C -14.72923 -16.05331 2.33265 -0.22
O -16.09876 -16.19512 1.82476 -0.10
H -15.73837 -17.94942 3.75255 0.07
H -15.58603 -15.53893 4.21907 0.13
H -13.80687 -15.91602 4.16224 0.12
H -14.08040 -16.71971 1.76430 0.12
H -14.49796 -15.01021 2.11689 0.12
H -16.52825 -17.04781 1.92502 0.07
O -18.68642 -13.73072 -1.60800 -0.06
C -18.02881 -12.67757 -2.26192 -0.25
C -16.59279 -13.12217 -2.63073 -0.27
O -16.67151 -14.30887 -3.32254 -0.05
H -18.50121 -13.79465 -0.66821 0.09
H -18.60798 -12.34306 -3.12259 0.12
H -17.95095 -11.77785 -1.65155 0.11
H -16.13233 -13.28815 -1.65681 0.11
H -16.12543 -12.38437 -3.28290 0.12
H -16.91056 -14.95592 -2.65487 0.08
```

## Properties
HOMO level: -8.9 eV
Structure (SMILES): COC[C@H](C)N.COC[C@H](C)N.COC[C@H](C)N.COC[C@H](C)N.OCCO.OCCO
Strongest force on any atom: 4.7 eV/Å
Relative energy (zero: lowest compared OMol25 entry of this formula, charge and spin): 947.0 kJ/mol
E_LUMO: 0.29 eV